196
Properties=species:S:1:pos:R:3:lowdin_charge:R:1 method="wB97M-V/def2-TZVPD" spin_multiplicity=1 charge=0 homo_lumo_gap_ha=0.245 homo_ev=-6.98 lumo_energy_ev=-0.32 e_above_lowest_kcal_mol=0.0
Hg -2.24209 -3.01736 -1.67627 1.263
Hg -1.35415 2.26710 3.69809 1.267
O -0.93020 3.55732 5.77564 -0.288
O -2.23022 0.04485 3.51048 -0.081
O -2.59203 -7.91695 -0.66212 -0.172
O -3.17744 2.37198 2.23581 -0.148
O -1.66161 -0.82348 -1.72653 -0.122
O -0.61937 -3.55971 4.80850 -0.175
O 5.21071 -2.25943 4.42607 -0.177
O -0.12833 2.14177 1.34388 -0.106
O -0.16976 -2.87900 -0.54774 -0.103
O -3.87019 5.74534 1.88701 -0.183
O 2.62955 1.61042 -3.55254 -0.190
O -2.43973 4.71249 -4.15994 -0.165
O 4.03570 -2.75480 -4.87998 -0.185
O -3.77698 -2.56672 0.21002 -0.141
O -1.33043 -5.86052 -4.27947 -0.213
O 0.53925 6.51661 -2.67806 -0.214
O -5.24921 -0.24944 -0.92888 -0.030
O 1.94700 0.08494 2.12445 -0.090
N -3.70725 1.34129 -2.99040 0.069
N 1.58657 -3.81018 -2.46355 0.031
N -0.78523 0.25336 -4.18614 0.067
N 7.10533 -2.17019 2.31221 0.044
N -1.59274 4.50534 2.87967 0.015
N -2.03023 -5.29147 -1.62743 0.008
N 0.51793 5.06926 0.76781 0.052
N 0.42384 1.10310 4.64214 0.049
N -0.66153 -1.07992 6.50993 0.043
N -0.82023 -3.00702 -3.60704 0.008
C 0.41123 6.43773 -1.24240 -0.160
C 0.77655 1.09583 -5.75572 -0.043
C 1.14298 2.22823 5.27506 -0.357
C 5.55810 -0.94880 0.87909 -0.054
C -4.62441 6.21979 0.84107 -0.121
C 0.80227 7.81659 -3.18447 -0.108
C -1.96860 5.78456 3.38257 -0.402
C 2.67819 -3.01006 -2.98240 -0.392
C -4.57563 3.53632 -2.18590 -0.039
C -3.13639 -1.38016 1.93813 0.009
C -1.25557 -7.42982 -0.73265 -0.184
C 0.19366 -3.29047 5.94281 -0.173
C -0.69732 6.57629 3.76378 -0.028
C -0.86283 -3.62054 -4.92364 -0.352
C -1.15800 5.05094 -4.57583 -0.128
C -1.42799 4.56340 6.72424 -0.062
C -4.41342 1.03913 0.66875 -0.017
C 3.59123 0.64546 -3.05641 -0.061
C 0.08399 -1.72565 -0.26541 -0.330
C -4.46398 -0.19190 0.09428 -0.339
C -0.86997 -0.55088 -0.81087 -0.284
C 0.56130 -1.77689 6.17423 -0.443
C -0.20077 -2.62089 -5.88356 -0.049
C -2.95297 -0.06804 2.51958 -0.309
C -2.55431 3.32919 -3.87508 -0.215
C -1.34144 4.61085 -0.66732 -0.046
C 0.30844 3.03154 6.32363 -0.170
C -3.88182 2.76056 -3.37412 -0.369
C 4.13166 -2.99034 5.07291 -0.079
C -0.33784 -5.07518 -4.83943 -0.209
C -2.76071 -9.27524 -0.97587 -0.108
C -0.12394 -3.04241 3.58423 -0.091
C -3.83731 -1.42213 0.79032 -0.351
C -1.17595 -5.86034 -0.59441 -0.353
C 0.07893 5.05163 -0.63088 -0.400
C 1.49531 -1.59591 7.38261 -0.051
C 4.74643 -1.99850 3.11869 -0.230
C -1.11582 -7.23324 -4.53135 -0.084
C 1.02209 -1.34500 0.71193 -0.027
C 0.63578 0.49748 -4.34711 -0.400
C 1.64548 3.21790 4.16463 -0.050
C 1.27445 1.42803 -3.28160 -0.193
C -0.86749 0.73483 -0.18456 -0.005
C 0.06242 1.03070 0.73992 -0.314
C 4.34992 -2.90059 -6.22222 -0.100
C -2.71006 6.50478 2.26251 -0.176
C 0.98080 -0.11820 1.24663 -0.294
C 5.90852 -1.35704 2.31947 -0.443
C 3.19946 -3.66671 -4.26913 -0.202
C 3.73100 -2.85994 -1.90573 -0.053
C -3.55788 1.22097 1.79121 -0.272
C -1.57622 -5.40678 0.85059 -0.036
H 6.12868 -0.42780 2.84497 0.133
H 2.43638 -2.13053 7.25354 0.058
H 1.66954 8.33814 -2.77961 0.086
H -1.14716 -5.86318 1.74263 0.082
H -0.26730 6.35060 4.73961 0.061
H -0.65287 -7.76032 0.11330 0.118
H 5.02233 -2.13979 -6.61865 0.096
H 0.89569 2.44896 -3.32984 0.115
H 4.35254 -3.05388 6.13840 0.085
H 0.36620 4.10401 1.02347 0.030
H -2.01815 5.08573 0.04308 0.060
H -1.21679 1.14613 -4.37805 0.036
H -1.91613 -3.67900 -5.19796 0.143
H -1.08887 0.10516 -3.23434 0.022
H -1.65275 1.41351 -0.48317 0.106
H -3.81964 -9.52753 -0.92011 0.093
H -0.44434 -3.66912 2.75196 0.068
H 0.26582 0.40607 5.35579 0.034
H 3.41891 -2.81737 -6.78295 0.081
H 2.39472 -3.91500 -4.96113 0.104
H -2.65757 -5.48204 0.96511 0.090
H -2.39256 4.33453 2.28704 0.046
H 0.13068 6.52642 3.05665 0.073
H 1.72177 -0.53085 7.43233 0.069
H 1.14753 -0.46383 -4.30154 0.103
H -5.42279 2.99993 -1.75849 0.071
H 0.09483 -3.24128 -3.24943 0.018
H -1.81501 3.11665 -3.10283 0.101
H -5.47745 5.54340 0.78701 0.100
H -0.87376 4.58071 -5.51722 0.083
H -4.58377 2.68900 -4.20492 0.128
H -0.86015 4.74328 2.22636 0.027
H 1.82559 1.20363 -6.03142 0.078
H -1.16759 -1.61409 7.20178 0.087
H 0.84036 -2.35234 -5.70465 0.065
H -0.07256 -5.38318 -5.85080 0.124
H 1.25277 -3.40747 -1.59955 0.038
H -0.89267 -2.01871 -3.80217 0.042
H 2.06901 1.89482 5.74345 0.137
H -3.83173 3.70466 -1.40720 0.051
H -1.76942 4.91350 -1.62300 0.077
H 0.62516 4.33525 -1.24451 0.137
H 2.05191 4.13074 4.60006 0.080
H 2.41579 2.81120 3.50940 0.083
H -1.13309 7.57002 3.86730 0.077
H -2.97971 7.50069 2.61402 0.126
H -1.25000 -4.37441 0.97665 0.032
H -0.09017 8.42395 -3.03351 0.084
H -4.13441 6.24007 -0.13237 0.082
H -4.90993 4.54043 -2.44689 0.069
H 3.94608 -1.25952 3.08073 0.108
H -2.02241 6.66706 1.43250 0.119
H 1.91267 -4.68061 -2.06844 0.097
H 0.87651 3.58560 3.48522 0.028
H -0.17787 -5.49066 -0.82948 0.121
H -2.28515 2.72808 -4.74360 0.114
H 3.70782 -4.59116 -3.99516 0.131
H -2.92018 -5.76463 -1.56262 0.099
H -0.39647 -2.02544 3.30212 0.072
H -2.52550 -9.52830 -2.00966 0.076
H -0.35721 4.71615 -3.91648 0.071
H 1.13147 -3.80209 5.72640 0.109
H 4.79443 -0.17567 0.79436 0.072
H 0.89798 3.85696 6.72264 0.115
H 1.04897 -1.78366 8.35916 0.081
H 1.07843 -1.32791 5.32624 0.108
H 1.12502 0.69454 4.04087 0.060
H -1.75516 4.05367 7.63045 0.092
H 1.71921 -2.08801 1.07020 0.118
H 0.60901 -5.20772 -4.31598 0.104
H -2.73032 -2.24102 2.44844 0.114
H 0.00265 2.49399 7.22122 0.122
H -4.97028 7.22466 1.08337 0.088
H 3.53175 -0.21792 -3.71909 0.064
H 4.36483 -3.74669 -1.90141 0.083
H -0.13168 -7.57139 -4.20696 0.091
H 2.33071 -1.98979 -3.14495 0.115
H 3.18087 -2.50548 4.85148 0.062
H 0.26799 2.04650 -5.91597 0.071
H 0.84644 7.71866 -4.26916 0.086
H -5.05320 1.85334 0.36192 0.113
H 3.35711 0.27465 -2.05852 0.076
H 1.51825 5.19272 0.70287 0.085
H 4.58990 1.07114 -2.95860 0.090
H -2.62506 5.59517 4.23186 0.131
H -1.17405 -1.30638 5.66961 0.062
H -4.38847 1.24239 -2.25132 0.023
H 4.72975 -3.90606 -6.40349 0.089
H -1.22103 6.13297 -4.69135 0.093
H -0.64655 -7.82456 -1.54590 0.111
H 5.13524 -1.87691 0.49453 0.048
H -0.65322 5.28764 6.97586 0.086
H 4.44537 -2.10198 -2.22709 0.076
H -1.62737 -5.64109 -2.48508 0.047
H -1.15956 -7.35904 -5.61318 0.094
H 0.30325 0.43636 -6.48317 0.066
H 4.39335 -2.86687 2.56247 0.123
H 1.27170 6.84267 -0.70976 0.113
H -0.78726 -1.71582 -6.04165 0.073
H -1.85047 -7.86156 -4.02775 0.088
H -2.90523 1.26800 -2.38091 0.027
H 4.17467 -4.01299 4.69815 0.091
H -2.17377 -9.92661 -0.32832 0.091
H 6.84377 -3.02187 1.83648 0.067
H 0.96359 -3.04778 3.65739 0.080
H -0.19853 -3.06435 -6.87927 0.077
H 7.08307 -2.45327 3.28147 0.056
H -0.36665 7.14332 -0.95057 0.120
H -1.47245 3.53133 -0.59262 0.068
H -0.28906 -3.73271 6.81431 0.132
H 6.28819 -0.61509 0.14171 0.078
H 3.43987 -2.67629 -0.87150 0.066
H 1.09858 1.15730 -2.24052 0.109
H -2.28065 5.11448 6.32751 0.082

191
Properties=species:S:1:pos:R:3:lowdin_charge:R:1 method="wB97M-V/def2-TZVPD" spin_multiplicity=1 charge=-1 homo_lumo_gap_ha=0.208 homo_ev=-3.93 lumo_energy_ev=1.73 e_above_lowest_kcal_mol=91.0
F 4.06040 -0.15219 0.45682 0.133
F 2.16553 -0.45110 1.25631 0.138
F 2.58900 1.34641 0.14476 0.144
O -0.44750 4.20598 -6.30301 -0.073
O 5.20242 -8.20297 0.79684 -0.008
O 8.46416 6.09637 -1.20086 0.006
O 2.36904 4.33006 -4.95082 -0.074
O 7.02468 1.27559 -6.43503 -0.057
O 4.39490 0.26929 -7.53528 -0.057
O 10.02577 -3.03150 -2.14425 0.028
O 2.39532 -6.06139 -6.26739 0.045
O 2.96495 -0.08441 -2.35194 -0.287
O 0.94962 -0.23844 -1.36108 -0.126
N 9.11173 -1.16952 -1.49607 0.159
N 7.33572 4.28895 -0.59958 0.172
N 5.40945 -7.28383 -1.25653 0.152
N 4.52112 -5.63880 -6.15695 0.160
C -9.63196 -2.61697 -2.72316 -0.127
C 2.78361 0.04753 0.20167 -0.666
C -2.59643 -9.68106 -0.44279 -0.206
C -7.73263 4.17726 -4.66684 -0.118
C -2.39399 -10.45438 -1.78405 -0.189
C -6.93719 1.01486 3.55161 -0.223
C -13.49209 -6.70619 -0.16295 -0.115
C 5.68732 0.24126 -8.13384 -0.261
C -11.31603 -5.39895 -0.49129 -0.233
C 6.92767 7.45352 5.78155 -0.249
C 3.22595 -7.27250 -0.08917 -0.017
C 3.30386 6.33156 4.66730 -0.255
C 7.46885 0.08358 7.49309 -0.112
C 4.73409 6.27716 5.14041 -0.251
C 0.00474 3.67418 -5.04337 -0.218
C -10.76557 7.17252 -1.86271 -0.268
C 7.47573 5.57213 -0.68924 -0.651
C -5.15959 3.97058 1.58254 -0.307
C -10.55891 -4.04731 -0.78769 -0.199
C 2.35112 6.76741 5.84323 -0.098
C -10.43066 -3.86516 -2.33528 -0.258
C 5.42925 7.69049 5.37973 -0.197
C -1.72215 -11.77751 -1.39761 -0.298
C -10.66482 6.28625 -3.09790 -0.244
C -1.32381 -0.48903 -0.88112 -0.082
C 0.03519 -1.17302 -0.88212 -0.308
C 9.58925 -2.35679 -1.23181 -0.653
C 4.67282 -7.62736 -0.17520 -0.593
C -9.13604 4.76237 -4.51597 -0.271
C 9.51604 -2.89503 0.17563 -0.010
C -2.62745 -12.80951 -0.77584 -0.132
C 7.69971 8.71500 6.26146 -0.123
C -4.35023 -7.94844 -0.85497 -0.140
C 12.31845 3.19684 8.08619 -0.130
C -5.43171 3.05228 2.77262 -0.221
C 3.74025 -7.24013 -7.85864 -0.011
C 6.36196 6.47177 -0.23584 -0.010
C 10.69875 1.24127 7.48453 -0.223
C -12.83604 -5.34299 -0.44550 -0.288
C -12.24300 7.43071 -1.62374 -0.141
C 3.50635 -6.28672 -6.66730 -0.647
C 9.31561 1.86388 7.18852 -0.211
C -4.04030 4.96742 1.75220 -0.119
C 11.62171 1.91555 8.52130 -0.273
C -7.53371 1.77586 4.80769 -0.113
C -2.86421 -8.15938 -0.67279 -0.270
C 1.10431 4.56967 -4.44296 -0.278
C -9.25659 6.02864 -3.59762 -0.214
C 8.35417 0.86521 6.46702 -0.232
C -6.61043 2.09573 2.45602 -0.221
C 6.48553 1.42684 -7.74537 -0.260
C 2.35099 -0.52904 -1.17731 -0.491
H 3.25568 7.02516 3.82784 0.100
H 4.80690 5.66905 6.04208 0.103
H -0.90722 -11.64350 -0.68626 0.100
H -10.97455 -5.69711 0.49997 0.101
H 6.82555 6.88576 6.70638 0.098
H 0.34273 -1.50479 0.10958 0.107
H -4.57234 -6.88507 -0.94451 0.068
H -7.64808 0.29513 3.14576 0.090
H 8.97560 2.19132 8.17101 0.104
H -13.16867 -7.38372 -0.95317 0.064
H -1.45239 -0.02138 -1.85726 0.070
H 5.62764 5.90583 0.33737 0.069
H -12.83151 6.52670 -1.46718 0.070
H 6.27451 0.97368 -5.91763 0.069
H 12.42038 1.21447 8.76361 0.096
H -12.38945 7.95434 -0.67903 0.063
H -10.33692 8.17033 -1.95619 0.106
H 4.12133 -8.18172 -7.46331 0.069
H -8.89216 6.79515 -4.28155 0.113
H 0.19721 3.94816 -6.96594 0.079
H -4.87837 -8.23796 0.05351 0.069
H 11.68825 3.97747 7.66007 0.067
H 6.79790 7.24917 0.39162 0.085
H 3.15758 5.33296 4.25560 0.102
H 2.49722 6.15787 6.73499 0.067
H -6.94921 4.73172 -5.18346 0.069
H 2.80657 -7.59549 -8.29461 0.075
H -3.11610 4.42164 1.94216 0.069
H -4.75979 -8.50702 -1.69660 0.071
H -1.69556 -9.87210 -2.38510 0.107
H 6.17636 -0.66397 -7.77399 0.121
H -5.53854 3.66073 3.67066 0.102
H 8.79888 0.13158 5.79460 0.098
H -7.86596 1.16013 5.64350 0.051
H -9.77114 3.95066 -4.16117 0.096
H -6.02219 4.61563 1.41547 0.100
H -9.96272 -4.78945 -2.67415 0.105
H -11.11752 -3.22659 -0.33774 0.104
H -0.73318 3.60592 -4.24404 0.113
H -9.64058 5.09479 -5.42318 0.099
H -12.68948 8.06893 -2.38627 0.073
H 0.40626 2.66680 -5.15317 0.120
H 4.15116 -4.99068 -5.47639 0.124
H 1.32642 6.54079 5.54875 0.056
H 9.57400 2.70824 6.54946 0.100
H -7.30619 3.88584 -3.70698 0.068
H -11.23055 6.71160 -3.92683 0.113
H -9.73248 -2.44577 -3.79493 0.066
H -8.58516 -2.63707 -2.41999 0.067
H 6.41568 3.87836 -0.52853 0.118
H -8.57986 5.77500 -2.78164 0.106
H 6.58406 -0.39076 7.06853 0.063
H -2.09879 -13.73309 -0.53998 0.066
H 2.86957 -7.75714 0.81979 0.080
H -4.48820 2.53560 2.94847 0.113
H 0.89556 5.61802 -4.65622 0.118
H 1.28305 4.40811 -3.37993 0.118
H 7.48365 9.56179 5.61003 0.061
H 8.06900 3.64636 -0.86314 0.122
H 13.00582 2.99350 7.26505 0.065
H -1.25457 -12.30159 -2.23117 0.099
H 5.51264 0.14550 -9.20548 0.122
H -7.47762 2.69580 2.18036 0.104
H -13.11013 -7.17748 0.74265 0.071
H -2.30954 -7.70855 -1.49570 0.103
H -14.56945 -6.55521 -0.23068 0.068
H -3.89093 5.56769 0.85473 0.076
H 5.35190 5.70577 4.44764 0.099
H 5.85285 6.83774 -1.12745 0.089
H 7.78083 1.44698 5.74528 0.091
H 8.32027 -0.92008 -0.92033 0.116
H -11.44824 -3.65965 -2.66756 0.099
H 9.88670 -2.19746 0.92668 0.077
H -3.35599 -13.15222 -1.51061 0.071
H -2.63797 -7.51436 0.17624 0.098
H 8.47275 -3.07460 0.43525 0.083
H -3.51561 -10.05332 0.00955 0.096
H -3.06078 -12.48668 0.17078 0.069
H 6.34820 -7.64802 -1.17771 0.109
H -5.09404 3.35230 0.68725 0.109
H 4.89677 8.09434 6.24082 0.093
H -8.41341 2.36316 4.54443 0.064
H -6.76670 2.38058 5.29153 0.056
H -9.88124 -1.72634 -2.14633 0.067
H -11.24041 5.37359 -2.94351 0.110
H -4.22054 5.44649 2.71454 0.072
H -5.99637 0.50806 3.76632 0.097
H 7.15104 0.67538 8.35150 0.060
H -13.15061 -4.66605 0.34879 0.101
H 5.03898 -6.84762 -2.08873 0.107
H 10.52181 0.25819 7.92079 0.101
H -3.33804 -10.66896 -2.28488 0.110
H -1.74362 -9.68434 0.23606 0.108
H 2.61630 -1.58251 -1.08828 0.122
H 12.94926 3.57245 8.89186 0.066
H -11.04658 -6.24415 -1.12464 0.104
H 4.44696 -6.95218 -8.63694 0.070
H -7.76562 3.21740 -5.18228 0.063
H -6.44737 1.42829 1.60983 0.101
H 7.42748 1.51281 -8.28707 0.120
H 11.24379 2.15025 9.51638 0.100
H 7.41530 9.07971 7.24848 0.062
H -10.27615 6.80438 -0.96102 0.108
H 3.07116 -6.19697 -0.00339 0.089
H -13.23598 -4.92726 -1.37032 0.101
H 10.04881 -3.83845 0.29489 0.081
H 0.04925 -1.89873 -1.69529 0.119
H -2.05160 -1.28297 -0.71354 0.065
H 4.54082 0.19730 -6.58916 0.077
H 7.45300 6.99154 4.94566 0.103
H 11.20322 1.19381 6.51946 0.111
H 2.65724 -7.74628 -0.88929 0.080
H 9.05274 -1.13900 -2.50388 0.120
H 2.68369 3.53976 -4.50582 0.090
H -9.57600 -4.10743 -0.32037 0.102
H 5.48891 -5.71872 -6.43465 0.115
H 5.22516 8.40970 4.58651 0.104
H 7.99487 -0.73681 7.98130 0.059
H 8.76922 8.50626 6.28720 0.061
H -1.36717 0.36293 -0.20261 0.069
H 2.34160 7.83657 6.05517 0.063
H 5.88508 2.31898 -7.92327 0.123